# 1
# C10H39N9O10

A cluster of 9 separate species, C10H39N9O10 in total (ωB97M-V/def2-TZVPD, OMol25).

```
68
C10H39N9O10 ωB97M-V/def2-TZVPD
C 6.717 -1.492 5.004
O 5.603 -1.549 4.140
C 5.897 -1.825 2.799
C 4.727 -1.419 1.924
N 3.667 -2.427 1.998
C 2.845 -2.547 0.803
C 1.934 -1.331 0.571
O 1.186 -0.945 1.706
C 0.228 -1.902 2.090
H 7.240 -0.537 4.923
H 7.355 -2.363 4.817
H 6.346 -1.601 6.023
H 6.155 -2.885 2.680
H 6.798 -1.322 2.406
H 5.112 -1.212 0.924
H 4.350 -0.457 2.293
H 3.109 -2.242 2.822
H 2.289 -3.483 0.744
H 3.573 -2.557 -0.013
H 1.211 -1.551 -0.229
H 2.584 -0.528 0.219
H 0.693 -2.846 2.394
H -0.477 -2.121 1.278
H -0.273 -1.474 2.957
N -2.137 2.594 2.412
C -0.815 2.280 2.381
N -0.537 1.260 1.468
O 0.032 2.790 3.086
H -2.451 3.261 3.096
H -2.701 2.493 1.589
H -0.819 1.496 0.527
H 0.368 0.822 1.585
N 0.893 1.971 -1.910
C 0.755 3.342 -1.968
N -0.534 3.795 -1.946
O 1.710 4.085 -2.085
H 1.854 1.689 -1.811
H 0.171 1.428 -1.464
H -0.576 4.801 -1.960
H -1.345 3.341 -1.553
N -4.387 -1.371 1.359
C -4.242 -0.151 1.953
N -3.556 -0.151 3.123
O -4.614 0.881 1.395
H -4.115 -2.210 1.839
H -4.766 -1.428 0.434
H -3.192 0.741 3.413
H -3.108 -1.022 3.345
N -3.172 -0.065 -5.073
C -3.031 -1.105 -5.951
N -1.752 -1.244 -6.401
O -3.941 -1.863 -6.233
H -2.419 0.455 -4.640
H -4.042 0.104 -4.618
H -1.067 -0.525 -6.254
H -1.568 -2.008 -7.024
O -4.266 0.877 -2.565
H -4.188 -0.081 -2.641
H -5.129 1.088 -2.940
O -0.597 1.241 -4.701
H -0.068 1.729 -5.340
H -0.057 1.242 -3.897
O -3.027 2.336 -0.542
H -3.510 1.960 0.202
H -3.433 1.917 -1.319
O -1.438 -0.099 -1.214
H -2.050 -0.275 -0.490
H -1.999 0.193 -1.939
```

Properties
Energy above the lowest of the compared OMol25 structures with the same formula, charge and spin ... 40.1 kJ/mol
Structure (SMILES) ... COCCNCCOC.NC(N)=O.NC(N)=O.NC(N)=O.NC(N)=O.O.O.O.O

=====

# 2
# C10H40ClN20O14

A cluster of 11 separate species, C10H40ClN20O14 in total (ωB97M-V/def2-TZVPD, OMol25).

```
85
C10H40ClN20O14 ωB97M-V/def2-TZVPD
Cl 0.348 0.395 0.276
O 1.316 -0.613 0.029
O -0.709 -0.059 1.182
O 0.857 1.659 0.793
O -0.254 0.756 -1.004
C 4.319 1.099 -2.301
O 3.480 1.911 -2.660
N 5.507 0.903 -2.950
N 4.093 0.226 -1.259
H 5.503 1.207 -3.906
H 6.050 0.148 -2.576
H 4.647 -0.611 -1.203
H 3.203 0.282 -0.783
C 3.656 -3.904 0.607
O 4.703 -3.248 0.648
N 3.551 -5.203 1.044
N 2.527 -3.454 0.039
H 4.332 -5.688 1.442
H 2.739 -5.766 0.865
H 2.463 -2.545 -0.375
H 1.692 -3.968 0.322
C 4.787 2.961 1.751
O 4.402 3.573 2.743
N 6.064 2.454 1.719
N 4.101 2.785 0.595
H 6.451 1.788 1.082
H 6.468 2.587 2.635
H 3.240 3.311 0.685
H 4.306 2.077 -0.084
C -4.000 1.702 3.672
O -3.759 2.706 3.004
N -5.210 1.562 4.303
N -3.105 0.717 3.873
H -6.032 2.002 3.938
H -5.346 0.720 4.839
H -2.201 0.882 3.457
H -3.438 -0.112 4.335
C 0.657 4.286 -2.426
O 0.447 5.272 -3.134
N 0.889 3.013 -2.857
N 0.703 4.325 -1.064
H 1.381 2.941 -3.735
H 1.398 2.488 -2.166
H 0.762 3.406 -0.649
H 0.695 5.195 -0.570
C -1.076 -4.495 0.200
O 0.060 -4.740 0.639
N -1.729 -3.327 0.191
N -1.812 -5.504 -0.375
H -2.672 -3.124 -0.103
H -1.191 -2.545 0.553
H -2.404 -5.252 -1.142
H -1.582 -6.435 -0.084
C -3.614 -1.390 -2.223
O -3.976 -1.591 -1.042
N -4.430 -1.030 -3.227
N -2.312 -1.404 -2.574
H -4.082 -0.665 -4.091
H -5.380 -1.342 -3.093
H -1.948 -1.229 -3.497
H -1.661 -1.471 -1.806
C -4.674 -2.219 2.231
O -4.442 -2.646 3.364
N -5.632 -2.698 1.372
N -4.040 -1.128 1.736
H -5.497 -2.553 0.383
H -6.156 -3.499 1.678
H -3.378 -0.700 2.358
H -4.013 -0.964 0.739
C -0.626 3.865 4.528
O -0.704 4.907 3.880
N -1.237 3.700 5.757
N -0.178 2.708 4.000
H -1.879 4.453 5.930
H -1.196 2.807 6.199
H 0.110 2.773 3.035
H -0.002 1.942 4.619
C 0.274 -0.370 -5.457
O -0.767 -0.961 -5.147
N 1.038 0.206 -4.491
N 0.781 -0.355 -6.705
H 0.758 0.285 -3.525
H 2.023 0.305 -4.667
H 1.420 0.360 -6.992
H 0.148 -0.839 -7.322
```

Properties
Energy above the lowest of the compared OMol25 structures with the same formula, charge and spin ... 71.6 kJ/mol
Net charge ... -1

=====

# 3
# C10H40N2O22

A cluster of 19 separate species, C10H40N2O22 in total (ωB97M-V/def2-TZVPD, OMol25).

```
74
C10H40N2O22 ωB97M-V/def2-TZVPD
N 3.893 1.054 -2.956
C 3.369 0.000 -2.644
O 2.588 -1.174 -2.341
C 1.223 -0.688 -2.278
C 0.416 -0.358 -1.149
C 0.819 -0.477 0.375
C -0.252 -0.088 1.474
C 0.184 -0.267 2.958
N 1.444 -0.741 3.458
C 2.408 -1.048 2.438
C 2.228 -0.969 0.893
C -0.926 0.135 -1.866
O -1.855 0.701 -1.236
O -0.816 -0.141 -3.278
C 0.516 -0.503 -3.701
O 0.986 -0.675 -4.845
H -1.293 0.306 1.182
H -0.619 -0.012 3.753
H 3.448 -1.400 2.806
H 3.057 -1.253 0.158
O -0.790 3.554 -0.944
H -1.282 2.773 -1.230
H -1.363 4.291 -1.190
O -2.974 0.365 4.338
H -3.174 1.301 4.472
H -3.419 -0.077 5.073
O -3.599 2.263 0.864
H -4.541 2.366 1.048
H -3.570 2.001 -0.066
O -6.673 2.955 1.203
H -6.694 3.530 0.428
H -7.527 3.104 1.629
O 3.359 -3.563 4.048
H 2.408 -3.592 4.212
H 3.751 -3.768 4.910
O 1.868 -3.965 -3.140
H 1.902 -3.630 -4.048
H 2.266 -3.256 -2.615
O -3.761 3.083 -1.944
H -3.751 2.168 -2.252
H -4.557 3.458 -2.348
O 6.278 -4.750 3.044
H 6.363 -4.798 2.083
H 5.349 -4.527 3.186
O -5.473 4.457 -4.049
H -5.368 4.404 -5.007
H -5.987 5.263 -3.916
O 0.218 2.617 3.783
H 0.256 2.948 2.877
H 0.615 3.327 4.309
O 5.303 -3.939 6.821
H 5.723 -4.806 6.892
H 6.015 -3.317 7.017
O -4.145 -0.250 -4.275
H -3.727 -1.118 -4.207
H -3.431 0.369 -4.077
O 1.044 -2.431 -7.532
H 1.793 -2.271 -8.120
H 1.072 -1.690 -6.911
O 2.798 -4.340 0.036
H 2.169 -5.058 0.186
H 2.742 -4.175 -0.913
O 2.680 0.153 6.565
H 2.245 -0.176 5.767
H 1.953 0.308 7.180
O 1.544 5.095 4.592
H 1.582 5.428 3.685
H 1.939 5.802 5.117
O -7.472 4.948 -6.052
H -8.099 4.228 -5.901
H -7.530 5.113 -7.002
O 4.582 -4.921 -3.360
H 4.667 -4.968 -4.321
H 3.650 -4.697 -3.217
```

Properties
Energy above the lowest of the compared OMol25 structures with the same formula, charge and spin ... 575.1 kJ/mol

=====

# 4
# C10H40N4O10

A cluster of 10 separate species, C10H40N4O10 in total (ωB97M-V/def2-TZVPD, OMol25).

```
64
C10H40N4O10 ωB97M-V/def2-TZVPD
N -0.690 0.955 3.955
C 0.409 0.509 3.412
N 0.650 -0.714 3.697
O 1.215 1.315 2.701
H -0.826 1.975 3.975
H -1.050 0.322 4.664
H 1.577 -1.061 3.439
H 0.091 -1.338 4.243
N -3.144 -0.407 0.162
C -2.388 -0.533 1.194
N -2.116 0.658 1.637
O -2.090 -1.709 1.770
H -3.368 -1.282 -0.455
H -3.410 0.490 -0.262
H -1.730 0.690 2.557
H -2.487 1.539 1.284
C 4.326 -0.040 1.525
O 4.215 0.214 2.886
H 5.412 0.051 1.344
H 3.678 0.403 0.807
H 4.031 -1.057 1.342
H 4.298 1.132 2.815
C -2.599 -2.965 -1.648
O -3.897 -2.563 -1.695
H -2.029 -2.214 -1.058
H -2.074 -2.986 -2.592
H -2.385 -3.855 -1.182
H -4.293 -2.679 -2.624
C 2.208 3.350 0.407
O 1.079 3.607 1.167
H 2.809 4.207 0.217
H 1.880 3.007 -0.574
H 2.883 2.702 1.048
H 0.760 2.755 1.365
C 0.743 0.279 -0.544
O -0.340 1.252 -0.438
H 1.493 0.298 0.328
H 1.274 0.475 -1.487
H 0.236 -0.736 -0.633
H -0.869 1.154 0.357
C 0.931 -2.654 1.309
O 2.139 -2.811 0.619
H 0.140 -3.224 0.817
H 0.650 -1.564 1.242
H 1.074 -2.993 2.298
H 2.911 -2.605 1.128
C -0.575 4.606 -2.013
O -1.925 5.173 -1.889
H 0.130 5.403 -1.795
H -0.401 4.312 -3.018
H -0.314 3.784 -1.437
H -2.512 4.627 -2.401
C -1.542 0.477 -3.608
O -2.216 0.928 -2.434
H -1.076 -0.494 -3.582
H -0.743 1.256 -3.758
H -2.165 0.529 -4.463
H -1.666 0.743 -1.652
C 0.566 -4.028 -2.626
O 0.490 -2.669 -2.287
H 1.567 -4.377 -2.971
H -0.312 -4.259 -3.381
H 0.407 -4.644 -1.743
H 0.958 -2.714 -1.461
```

Properties
Energy above the lowest of the compared OMol25 structures with the same formula, charge and spin ... 369.0 kJ/mol
Structure (SMILES) ... NC(N)=O.NC(N)=O.CO.CO.CO.CO.CO.CO.CO.CO

=====

In eV Å⁻¹, the max |F| values for the records above are, in order, 1.132 4.745 6.852 8.001.
In eV, the orbital gap values for the records above are, in order, 8.515 8.860 6.648 9.758.
In eV, the HOMO level values for the records above are, in order, -8.787 -6.914 -9.071 -9.465.